No. 1
45
Properties=species:S:1:pos:R:3 method="wB97M-V/def2-TZVPD" gap_ev="10.1 / 6.4" multiplicity=2 e_homo_ev="-13.0 / -13.0" de_lowest_kj_mol=4.0 total_charge=+1 e_lumo_ev="-2.92 / -6.62"
Zn 0.762 1.692 0.147
C 4.552 2.495 0.071
C 3.888 1.196 0.344
N 2.584 0.971 0.388
C 2.396 -0.368 0.683
C 3.613 -0.958 0.817
N 4.526 0.044 0.606
C 4.121 -2.333 1.108
O 3.225 -3.277 1.291
O 5.311 -2.497 1.165
C 1.010 -0.919 0.753
O 0.827 -2.107 0.963
O 0.065 -0.047 0.546
H 3.807 3.245 -0.181
H 5.250 2.401 -0.760
H 5.108 2.830 0.947
H 5.524 -0.119 0.652
H 2.298 -2.937 1.197
F 0.191 2.526 -1.650
As 0.039 4.294 -1.193
F 1.750 4.313 -1.153
F -0.048 4.718 -2.829
F -0.116 5.832 -0.527
F -1.670 4.019 -1.113
F 0.133 3.554 0.492
C -4.452 1.175 -4.454
C -3.033 1.574 -4.083
N -2.866 1.792 -2.641
C -2.715 0.833 -1.748
S -2.660 1.292 -0.071
N -2.628 -0.443 -2.069
C -2.447 -1.534 -1.096
C -3.742 -2.269 -0.808
H -4.523 1.022 -5.530
H -5.157 1.955 -4.173
H -4.759 0.251 -3.961
H -2.753 2.510 -4.563
H -2.299 0.834 -4.411
H -2.818 2.743 -2.300
H -2.753 -0.698 -3.037
H -2.011 -1.106 -0.190
H -1.686 -2.200 -1.501
H -4.484 -1.598 -0.375
H -3.555 -3.076 -0.101
H -4.157 -2.707 -1.716


No. 2
37
Properties=species:S:1:pos:R:3 method="wB97M-V/def2-TZVPD" gap_ev="7.2 / 7.2" multiplicity=2 e_homo_ev="-8.5 / -8.4" de_lowest_kj_mol=492.3 total_charge=0 e_lumo_ev="-1.36 / -1.21"
H 2.289 -2.236 1.272
N 0.499 -1.209 0.822
B -1.757 -0.062 0.958
N -0.638 -0.955 1.553
C -0.552 -1.564 2.752
Cu 0.745 -0.297 -1.196
H -1.395 -1.483 3.457
C 0.654 -2.203 2.811
H 1.054 -2.801 3.648
C 1.295 -1.952 1.603
H -2.783 -0.074 1.577
C 1.283 0.851 -2.529
H 2.317 0.510 -2.796
H 1.082 1.827 -2.044
H 0.618 0.447 -3.355
N -1.919 -0.640 -0.475
N -1.153 1.341 0.755
N -0.926 -0.789 -1.346
N 0.027 1.482 0.051
C -3.025 -1.170 -1.034
C -1.543 2.539 1.241
H -3.953 -1.217 -0.528
H -2.447 2.612 1.838
C -2.680 -1.642 -2.323
C -0.617 3.486 0.838
C -1.322 -1.381 -2.492
C 0.348 2.781 0.099
H -3.306 -2.118 -3.022
H -0.622 4.545 1.044
H -0.682 -1.554 -3.308
H 1.234 3.161 -0.386
H 1.029 -1.888 -1.942
C 3.367 0.366 0.525
O 2.683 -0.373 -0.439
H 2.887 1.305 0.869
H 4.350 0.628 0.089
H 3.560 -0.273 1.416


No. 3
36
Properties=species:S:1:pos:R:3 method="wB97M-V/def2-TZVPD" gap_ev="5.4 / 3.8" multiplicity=6 e_homo_ev="-11.8 / -15.7" de_lowest_kj_mol=229.5 total_charge=+2 e_lumo_ev="-6.36 / -11.91"
H 0.783 3.287 1.600
N 0.348 1.691 0.224
B -0.018 0.319 -1.885
N 0.351 1.633 -1.149
C 0.712 2.835 -1.656
Ir -0.052 -0.094 1.419
H 0.770 2.959 -2.733
C 0.944 3.696 -0.600
H 1.249 4.729 -0.688
C 0.703 2.947 0.569
H 0.040 0.449 -3.060
C -0.693 -1.681 2.388
H -0.666 -1.542 3.471
H -0.014 -2.507 2.160
H -1.699 -2.012 2.116
N -1.448 -0.076 -1.431
N 0.951 -0.777 -1.389
N -1.725 -0.261 -0.101
N 1.052 -1.078 -0.046
C -2.570 -0.267 -2.166
C 1.814 -1.550 -2.078
H -2.521 -0.154 -3.244
H 1.876 -1.443 -3.156
C -3.600 -0.586 -1.302
C 2.480 -2.368 -1.183
C -3.034 -0.573 -0.010
C 1.980 -2.051 0.085
H -4.620 -0.796 -1.588
H 3.235 -3.096 -1.435
H -3.544 -0.777 0.933
H 2.254 -2.476 1.048
H -1.084 0.753 2.411
C 1.249 0.168 2.869
H 0.875 0.923 3.579
H 2.232 0.499 2.535
H 1.390 -0.720 3.493


No. 4
31
Properties=species:S:1:pos:R:3 method="wB97M-V/def2-TZVPD" gap_ev=7.7 multiplicity=1 e_homo_ev=-7.4 de_lowest_kj_mol=354.8 total_charge=0 e_lumo_ev=0.28
C 0.144 1.479 -2.380
C -0.175 1.215 -0.929
B -1.625 1.622 -0.588
O -2.214 1.597 0.707
O -2.375 2.069 -1.617
C 0.796 0.899 -0.019
C 2.121 0.582 -0.406
C 2.947 0.121 0.506
C 2.428 -0.413 1.769
C 1.209 -0.018 2.214
C 0.448 0.907 1.429
H 0.999 0.924 -2.686
H 0.508 2.504 -2.427
H -0.705 1.360 -3.028
H -3.173 1.724 0.640
H -3.198 2.262 -1.286
H 2.494 0.987 -1.306
H 3.939 -0.012 0.305
H 3.126 -1.120 2.273
H 0.788 -0.347 3.159
H 0.867 1.761 1.950
H -0.629 1.091 1.436
C -0.443 -1.740 -1.119
C -0.413 -2.321 0.106
C -1.688 -2.800 0.889
H 0.448 -1.665 -1.679
H -1.244 -1.301 -1.609
H 0.522 -2.686 0.560
H -2.530 -2.239 0.478
H -1.584 -2.560 1.919
H -1.789 -3.883 0.741


No. 5
31
Properties=species:S:1:pos:R:3 method="wB97M-V/def2-TZVPD" smiles=CCCCCc1cccc(B(O)O)c1 gap_ev=9.5 multiplicity=1 e_homo_ev=-9.0 de_lowest_kj_mol=69.1 total_charge=0 e_lumo_ev=0.52
C 2.012 -1.914 4.182
C 1.506 -1.097 3.003
C 0.979 -1.952 1.893
C 0.721 -1.039 0.711
C -0.550 -0.096 0.795
C -0.811 0.806 -0.342
C -1.288 2.067 -0.107
C -1.630 2.929 -1.135
C -1.498 2.502 -2.458
C -1.021 1.219 -2.728
B -1.024 0.668 -4.221
O 0.227 0.383 -4.758
O -2.211 0.268 -4.768
C -0.790 0.309 -1.645
H 1.254 -2.386 4.793
H 2.703 -1.431 4.847
H 2.589 -2.792 3.819
H 0.774 -0.312 3.413
H 2.263 -0.398 2.655
H 1.748 -2.733 1.680
H 0.159 -2.417 2.341
H 1.567 -0.391 0.568
H 0.676 -1.621 -0.211
H -1.446 -0.748 1.058
H -0.486 0.607 1.662
H -1.207 2.522 0.830
H -1.919 3.921 -0.884
H -1.782 3.110 -3.341
H 0.954 0.769 -4.218
H -2.144 -0.098 -5.629
H -0.324 -0.657 -1.805


No. 6
46
Properties=species:S:1:pos:R:3 method="wB97M-V/def2-TZVPD" gap_ev=1.3 multiplicity=1 e_homo_ev=-4.4 total_charge=-1 e_lumo_ev=-3.12
C 2.659 0.614 0.477
C 1.604 1.734 0.118
C 2.394 2.966 -0.536
C 0.607 1.310 -0.979
C -0.476 0.427 -0.530
C -1.782 0.714 -0.484
C -2.607 2.011 -0.892
N -1.862 3.284 -0.862
C -2.583 -0.526 0.015
O -3.792 -0.625 0.182
O -1.719 -1.496 0.213
C -0.393 -1.000 -0.053
O 0.519 -1.747 0.105
H 3.254 0.502 -0.432
H 3.412 0.947 1.289
H 2.203 -0.316 0.796
H 1.131 2.054 1.048
H 2.926 2.520 -1.381
H 1.640 3.664 -0.963
H 3.192 3.501 0.228
H 0.242 2.208 -1.457
H 1.163 0.766 -1.739
H -3.494 2.105 -0.190
H -3.051 1.899 -1.875
H -2.442 3.992 -1.294
H -1.751 3.560 0.108
Na -3.182 1.214 1.058
F -0.501 -0.728 -2.331
O 4.122 -0.773 4.791
Cl 4.782 -1.204 3.577
O 4.471 -2.592 3.325
O 6.211 -1.045 3.719
O 4.313 -0.396 2.466
Be -0.428 1.028 2.722
C -0.326 -5.289 -0.577
O 0.750 -4.548 -1.123
H -0.455 -6.190 -1.175
H -0.111 -5.577 0.458
H -1.251 -4.705 -0.609
H 0.851 -3.756 -0.584
Cl 3.647 2.669 1.729
Li 0.956 4.927 -1.642
C -6.195 -2.077 -1.691
O -5.884 -3.226 -1.986
O -7.133 -1.760 -0.911
O -5.630 -1.041 -2.127


No. 7
41
Properties=species:S:1:pos:R:3 method="wB97M-V/def2-TZVPD" gap_ev=8.2 multiplicity=1 e_homo_ev=-8.2 de_lowest_kj_mol=1563.2 total_charge=0 e_lumo_ev=0.04
N 0.915 -0.536 -1.083
C 0.485 0.706 -1.113
C 0.011 1.392 0.002
C -0.092 0.719 1.249
C 0.379 -0.553 1.254
C 0.808 -1.222 0.097
H 0.315 1.058 -2.119
H -0.204 2.441 -0.136
H -0.621 1.217 2.049
H 0.098 -1.212 2.062
H 1.198 -2.228 0.139
C -1.524 -0.631 -2.014
Cl -2.961 0.346 -2.590
Cl -1.879 -2.347 -2.440
H -0.776 -0.289 -2.728
H -1.303 -0.492 -0.956
C -0.350 -3.962 0.653
Cl -0.654 -2.361 1.347
Cl 0.691 -3.789 -0.783
H 0.161 -4.595 1.378
H -1.332 -4.334 0.362
C 3.240 -1.422 -1.362
Cl 4.517 -1.670 -2.589
Cl 2.841 -2.990 -0.594
H 3.567 -0.715 -0.600
H 2.305 -1.047 -1.778
C 1.957 2.978 0.911
Cl 2.763 4.496 1.313
Cl 1.929 2.005 2.381
H 0.955 3.142 0.515
H 2.549 2.476 0.145
C -1.331 3.405 -1.760
Cl -1.640 2.999 -0.044
Cl 0.404 3.774 -1.941
H -1.653 2.508 -2.289
H -1.868 4.330 -1.969
C -2.825 -0.739 2.824
Cl -3.298 -1.339 4.493
Cl -1.247 0.013 2.964
H -2.913 -1.527 2.076
H -3.618 -0.006 2.676


No. 8
35
Properties=species:S:1:pos:R:3 method="wB97M-V/def2-TZVPD" gap_ev="5.8 / 4.7" multiplicity=4 e_homo_ev="-20.0 / -20.0" total_charge=+3 e_lumo_ev="-14.26 / -15.27"
C 0.584 -3.116 -1.261
C -0.140 -1.983 -0.635
H -0.122 -3.816 -1.691
H 1.221 -3.638 -0.545
H 1.224 -2.720 -2.045
O -1.150 -1.930 0.066
Cl 2.052 -1.043 -0.120
Re -0.168 0.343 0.048
P 0.022 0.773 -2.146
C -1.519 1.380 -2.927
C 1.196 2.140 -2.529
H 1.590 -0.810 -3.133
H 0.616 0.021 -4.368
H -0.104 -1.304 -3.426
C 0.585 -0.457 -3.381
H 2.137 1.967 -1.999
H 1.387 2.168 -3.608
H -1.335 1.614 -3.981
H -1.863 2.277 -2.403
H 0.770 3.092 -2.202
H -2.291 0.606 -2.856
C -2.021 0.817 0.108
O -3.175 1.044 0.134
Cl 0.587 2.380 0.659
C -0.331 -1.195 4.830
C -0.828 0.028 4.397
C -0.743 0.377 3.049
N -0.128 -0.417 2.145
C 0.383 -1.599 2.568
C 0.274 -2.030 3.878
H -0.403 -1.499 5.867
H -1.298 0.741 5.071
H -1.145 1.319 2.665
H 0.908 -2.193 1.813
H 0.679 -3.010 4.135


No. 9
36
Properties=species:S:1:pos:R:3 method="wB97M-V/def2-TZVPD" gap_ev=9.5 multiplicity=1 e_homo_ev=-9.1 total_charge=0 e_lumo_ev=0.32
C 2.636 1.309 2.051
C 2.375 1.803 0.639
C 2.034 0.749 -0.401
C 1.931 1.453 -1.756
C 0.746 -0.062 -0.092
P 1.225 -1.650 0.718
O 2.491 -1.626 1.459
O 0.029 -2.103 1.677
O 1.258 -2.720 -0.441
C -0.174 -0.404 -1.273
C -1.533 -0.417 -0.563
C -2.755 -0.600 -1.386
Cl -2.535 -0.611 -3.104
C -3.967 -0.757 -0.845
C -4.203 -0.736 0.623
Cl -5.355 -0.987 -1.831
C -1.355 0.859 0.230
O -2.063 1.823 0.401
O -0.083 0.769 0.737
H 1.748 0.855 2.470
H 2.865 2.155 2.686
H 3.446 0.602 2.097
H 3.292 2.268 0.290
H 1.640 2.594 0.658
H 2.858 0.049 -0.490
H 1.129 2.184 -1.697
H 1.698 0.773 -2.563
H 2.852 1.980 -1.953
H 0.382 -1.994 2.568
H 1.980 -3.325 -0.246
H -0.258 0.365 -2.031
H -0.025 -1.335 -1.798
H -1.524 -1.200 0.194
H -3.502 -1.362 1.158
H -4.058 0.284 0.959
H -5.223 -0.984 0.856


No. 10
36
Properties=species:S:1:pos:R:3 method="wB97M-V/def2-TZVPD" gap_ev="7.0 / 4.9" multiplicity=2 e_homo_ev="-18.7 / -18.7" total_charge=+3 e_lumo_ev="-11.64 / -13.78"
Zr -0.494 0.298 -1.040
C -2.191 -1.913 -1.674
C -0.714 -1.895 -1.756
C -0.413 -1.253 -3.000
C -1.639 -0.961 -3.682
C -2.730 -1.374 -2.863
H -2.802 -2.394 -0.915
H -0.065 -2.543 -1.190
H 0.597 -1.306 -3.479
H -1.740 -0.484 -4.615
H -3.786 -1.306 -3.088
C 2.229 -1.462 1.617
C 0.830 -1.830 2.066
S -0.609 -0.985 1.349
C -1.147 0.209 2.587
C -0.211 1.358 2.658
S 0.331 2.037 1.035
C 2.181 2.159 1.319
C 3.023 1.225 0.472
S 2.121 -0.318 0.193
H 2.669 -2.361 1.143
H 2.891 -1.079 2.386
H 0.730 -1.791 3.132
H 0.642 -2.916 1.845
H -1.281 -0.314 3.544
H -2.183 0.476 2.263
H 0.719 1.116 3.145
H -0.605 2.260 3.183
H 2.363 1.954 2.386
H 2.345 3.195 1.116
H 4.061 0.916 0.846
H 3.263 1.681 -0.517
Cl -3.773 2.721 -4.358
Ge -2.447 3.436 -2.691
Cl 0.451 1.896 -2.510
Cl -2.615 1.549 -0.908


No. 11
35
Properties=species:S:1:pos:R:3 method="wB97M-V/def2-TZVPD" smiles=c1ccncc1.ClCCCl.ClCCCl.ClCCCl gap_ev=10.0 multiplicity=1 e_homo_ev=-9.6 de_lowest_kj_mol=0.0 total_charge=0 e_lumo_ev=0.32
C -23.304 4.547 -4.799
C -23.940 4.202 -5.983
C -23.255 4.537 -7.131
N -22.174 5.307 -7.229
C -21.724 5.744 -6.022
C -22.267 5.450 -4.772
H -23.590 4.213 -3.812
H -24.918 3.753 -6.081
H -23.675 4.179 -8.059
H -20.801 6.302 -6.073
H -21.719 5.751 -3.891
Cl -22.666 0.467 -13.764
C -23.816 1.773 -14.132
C -23.125 2.871 -14.992
Cl -21.972 3.900 -14.251
H -24.288 2.183 -13.239
H -24.568 1.265 -14.735
H -23.840 3.598 -15.375
H -22.630 2.396 -15.839
Cl -25.137 2.637 1.804
C -23.638 3.409 2.365
C -23.791 3.588 3.839
Cl -22.568 4.753 4.453
H -23.610 4.307 1.746
H -22.782 2.800 2.072
H -23.877 2.654 4.393
H -24.805 3.944 4.020
Cl -18.214 3.120 -0.182
C -17.198 3.940 1.031
C -18.014 5.219 1.341
Cl -16.885 6.339 2.127
H -16.171 4.067 0.688
H -17.259 3.348 1.945
H -18.909 4.984 1.917
H -18.332 5.703 0.418


No. 12
34
Properties=species:S:1:pos:R:3 method="wB97M-V/def2-TZVPD" gap_ev="7.7 / 7.7" multiplicity=1 e_homo_ev="-16.6 / -16.6" de_lowest_kj_mol=1.2 total_charge=+2 e_lumo_ev="-8.97 / -8.97"
Ir 0.198 0.105 -0.240
C 1.029 -1.111 2.638
O 0.268 -0.150 1.859
C -0.164 1.054 2.520
C 0.551 2.151 1.792
O 0.232 2.023 0.360
C -0.995 2.732 -0.039
H 0.529 -1.234 3.595
H 2.051 -0.759 2.771
H 1.005 -2.048 2.091
H 0.076 1.032 3.581
H -1.248 1.105 2.409
H 1.631 2.032 1.855
H 0.280 3.143 2.148
H -0.923 3.745 0.348
H -1.876 2.227 0.360
H -1.005 2.740 -1.125
O 0.213 -0.346 -4.409
C 0.088 -0.234 -3.273
N -0.135 -0.147 -2.073
C 6.335 -1.040 -0.260
C 4.869 -0.767 -0.305
C 3.926 -1.794 -0.323
C 2.580 -1.505 -0.349
N 2.140 -0.236 -0.360
C 3.026 0.779 -0.380
C 4.378 0.543 -0.351
H 6.547 -2.102 -0.167
H 6.794 -0.511 0.576
H 6.808 -0.668 -1.172
H 4.234 -2.831 -0.327
H 1.830 -2.286 -0.388
H 2.616 1.777 -0.452
H 5.054 1.386 -0.380


No. 13
36
Properties=species:S:1:pos:R:3 method="wB97M-V/def2-TZVPD" gap_ev="4.9 / 6.4" multiplicity=1 e_homo_ev="-19.4 / -19.5" total_charge=+3 e_lumo_ev="-14.49 / -13.13"
Pb 0.412 -1.619 -1.214
C 3.745 0.320 -1.524
C 2.872 1.516 -1.118
S 1.040 1.204 -1.202
C 0.469 1.612 0.482
C 1.105 0.874 1.629
S 1.110 -0.963 1.598
C 2.830 -1.469 1.917
C 3.857 -0.905 0.923
S 3.460 -1.330 -0.788
H 3.586 0.064 -2.576
H 4.832 0.559 -1.414
H 3.103 1.735 -0.049
H 3.081 2.341 -1.771
H 0.572 2.706 0.466
H -0.604 1.412 0.526
H 2.109 1.243 1.775
H 0.616 0.957 2.580
H 3.140 -1.337 2.961
H 2.791 -2.553 1.754
H 3.960 0.176 1.118
H 4.887 -1.315 0.989
C -4.946 0.107 1.061
N -4.022 -0.276 0.005
C -4.493 -0.408 -1.246
C -3.688 -0.827 -2.275
C -2.294 -0.899 -2.022
O -1.423 -1.125 -2.977
N -1.897 -0.749 -0.727
C -2.643 -0.383 0.297
O -2.253 -0.239 1.451
H -5.969 0.025 0.645
H -4.748 1.133 1.337
H -4.816 -0.551 1.923
H -5.568 -0.043 -1.307
H -4.213 -0.994 -3.227